Record 1
78
Properties=species:S:1:pos:R:3:forces:R:3:mulliken_charge:R:1 method="wB97M-V/def2-TZVPD" smiles="CC(=O)N(C)P(Br)(CCCCl)(CCC(F)(F)C(F)(F)C(F)(F)C(F)(F)C(F)(F)C(F)(F)F)CB(O)O.c1ccncc1.c1ccncc1" total_charge=0 gap_ev=9.16 molar_mass_da=824.65
C 0.90472 5.46431 2.31710 0.67 0.02 -0.52 -1.2200
C 2.07792 5.41695 3.32670 -0.85 -0.69 -2.14 0.3015
O 2.01807 6.22384 4.17600 0.19 1.63 2.87 -0.5141
N 3.19118 4.54381 3.18911 -0.43 -0.24 -1.48 -0.0493
C 3.72149 4.61426 1.81710 0.80 -0.06 -0.24 -1.1175
P 3.17056 2.96791 4.00740 0.25 1.03 1.51 1.1226
Br 3.16745 0.85821 5.21089 -0.13 -1.33 0.56 -0.4417
C 3.15583 3.81484 5.69790 0.93 -0.61 -0.85 -1.0073
C 4.08185 3.22980 6.77623 0.00 1.73 1.12 -0.5028
C 4.54748 4.44476 7.65377 -0.60 -0.47 -0.29 -0.6584
Cl 6.17066 5.03029 7.16092 -0.28 0.02 0.14 -0.2244
C 1.54349 2.38792 3.33321 -0.54 -0.63 -0.69 -1.5180
C 1.47135 2.18459 1.81996 0.30 -0.24 -1.33 -0.0244
C 0.26955 1.31852 1.39495 0.64 1.36 1.53 0.8595
F -0.69270 1.50902 2.33478 -0.81 -0.01 0.02 -0.3843
F 0.56270 0.02377 1.44592 0.18 -0.86 -0.56 -0.2640
C -0.39373 1.75107 0.06937 0.37 -0.32 0.83 0.4019
F -1.52974 1.07955 -0.05117 -0.58 -1.07 -0.65 -0.2931
F -0.76979 3.01471 0.24673 0.18 1.17 0.10 -0.2762
C 0.47857 1.68387 -1.21922 -0.84 0.06 -0.79 0.7062
F 1.79034 1.62134 -0.99300 0.70 -0.48 0.74 -0.2601
F 0.28980 2.83504 -1.86275 -0.35 0.73 -0.48 -0.3324
C 0.13593 0.59164 -2.27314 0.10 -0.24 0.59 0.5014
F -1.11395 0.68285 -2.68522 -1.43 0.21 0.37 -0.2903
F 0.85993 0.88542 -3.34250 1.21 -0.02 -0.68 -0.3072
C 0.37803 -0.88630 -1.88536 0.85 -0.10 -0.49 0.5887
F -0.33039 -1.28428 -0.85052 -0.59 0.29 1.21 -0.2447
F -0.05655 -1.60605 -2.92023 0.01 -0.16 -1.01 -0.3128
C 1.84479 -1.34171 -1.64279 -0.23 -0.72 -0.07 0.5992
F 2.68982 -0.91350 -2.54509 0.48 0.76 -0.80 -0.2658
F 2.29516 -1.03305 -0.44956 0.11 0.69 0.94 -0.1695
F 1.83502 -2.66151 -1.71547 -0.14 -1.00 -0.01 -0.2796
C 4.86690 2.48797 3.45528 -0.32 -0.36 0.34 -1.2389
B 4.98313 1.42079 2.28838 0.64 0.57 -0.93 0.7325
O 5.77325 1.77497 1.17146 0.25 -0.21 0.54 -0.6220
O 4.40423 0.20503 2.26695 -0.31 -0.25 0.32 -0.5222
H 1.22186 5.23402 1.29943 -0.26 -0.36 0.06 0.3599
H 0.07015 4.84000 2.63399 0.15 -0.18 -0.07 0.2123
H 0.53547 6.48590 2.27868 0.06 0.06 0.25 0.4531
H 3.32164 5.45474 1.25176 -0.20 0.02 0.19 0.5156
H 3.60339 3.72309 1.18855 -0.15 0.00 0.20 0.2159
H 4.79557 4.80894 1.87164 -0.04 -0.08 -0.03 0.3765
H 3.58480 4.79064 5.48180 -0.41 0.14 -0.25 0.5315
H 2.12080 3.93582 6.01888 0.05 -0.09 0.08 0.3215
H 3.57521 2.59058 7.49008 0.00 -0.55 -0.42 0.4356
H 5.00626 2.80317 6.40101 -0.29 -0.48 -0.16 0.3000
H 3.83617 5.25935 7.53431 0.22 0.22 0.02 0.3736
H 4.54040 4.18190 8.70838 0.49 -0.01 0.00 0.4348
H 1.27461 1.43260 3.76253 0.29 -0.04 0.24 1.0165
H 0.70929 3.02954 3.62596 0.45 0.48 0.18 0.4090
H 1.40238 3.09870 1.22884 0.10 0.15 0.37 -0.0823
H 2.32981 1.64429 1.40858 0.09 0.06 0.31 0.0414
H 5.28655 1.98124 4.32808 -0.23 -0.10 0.05 0.6731
H 5.52820 3.34138 3.31279 -0.43 0.24 -0.43 0.2894
H 6.67591 1.44692 1.28285 -0.10 0.18 -0.32 0.3086
H 4.67685 -0.31063 1.49518 -0.12 0.18 0.06 0.3047
C -2.29640 -4.67674 -4.09044 0.08 -0.06 0.02 -0.3870
C -2.50412 -3.30815 -4.14359 -0.04 -0.02 -0.03 -0.1305
C -3.75011 -2.84937 -4.54285 -0.16 0.01 -0.05 -0.3666
N -4.76144 -3.64842 -4.88289 0.19 -0.04 0.07 -0.5171
C -4.54189 -4.96342 -4.82719 -0.24 0.02 -0.08 -0.1132
C -3.33444 -5.52521 -4.43785 0.04 0.08 0.01 -0.4353
H -1.33766 -5.07626 -3.78228 -0.01 0.01 0.00 0.3926
H -1.72050 -2.61341 -3.88209 -0.10 -0.03 -0.04 0.4516
H -3.95928 -1.78591 -4.59631 0.07 0.01 0.02 0.3723
H -5.38172 -5.59030 -5.11141 0.05 -0.06 0.02 0.4527
H -3.21292 -6.59964 -4.40895 -0.04 0.00 -0.01 0.3639
C -9.59080 -8.52314 -6.84785 -0.08 -0.04 -0.03 -0.1132
C -8.31083 -8.95770 -7.14940 -0.01 0.01 0.02 -0.5738
C -7.23844 -8.25560 -6.62192 0.13 0.09 0.07 -0.1037
N -7.36689 -7.18216 -5.84233 -0.12 -0.11 -0.06 -0.3648
C -8.60642 -6.77874 -5.56524 0.14 0.11 0.08 -0.0771
C -9.74617 -7.41052 -6.03812 0.03 -0.03 -0.02 -0.5942
H -10.45565 -9.04444 -7.23900 0.01 0.01 0.00 0.3664
H -8.14634 -9.82153 -7.77902 0.02 0.01 0.01 0.3504
H -6.21828 -8.56110 -6.82890 -0.03 -0.05 -0.04 0.3499
H -8.67910 -5.90173 -4.93099 -0.06 -0.01 -0.01 0.3646
H -10.72825 -7.03937 -5.77877 0.02 0.02 0.01 0.3490

---

Record 2
78
Properties=species:S:1:pos:R:3:forces:R:3:mulliken_spin:R:1 method="wB97M-V/def2-TZVPD" s_squared=0.7630 total_charge=-1 relative_energy_kj_mol=25.26 spin_multiplicity=2 gap_ev="6.09 / 4.39" molar_mass_da=1199.47
Yb -1.55566 -1.24879 -0.74832 -1.45 -1.05 0.84 0.2221
C -4.35756 1.62238 -3.47380 0.65 0.28 2.07 0.0002
N -4.51957 1.68142 -1.98998 0.00 -2.55 0.27 0.0006
C -4.61210 2.79121 -1.19861 -0.53 -0.65 0.64 0.0001
C -5.10611 2.35475 0.01091 0.23 1.64 -0.06 0.0005
N -5.29024 0.98320 0.00046 1.21 -0.64 -0.81 0.0017
B -5.79131 -0.01545 1.14854 -0.52 1.07 -0.35 -0.0021
N -4.89764 -0.09807 2.44016 1.11 0.40 0.51 0.0010
C -5.47210 -0.40992 3.68483 0.06 0.02 -0.98 0.0001
C -4.51132 -0.93105 4.47305 1.32 0.76 0.88 0.0001
N -3.29268 -0.73974 3.80082 -0.21 -0.07 -1.05 -0.0010
C -1.94687 -1.15180 4.15909 0.29 -0.42 0.16 0.0006
C -3.52074 -0.21502 2.54269 -3.10 -0.99 2.14 -0.0017
S -2.33941 0.32158 1.52849 1.15 0.58 -1.28 0.0023
C -4.82943 0.51203 -1.21415 -0.22 4.58 0.42 -0.0015
S -4.50177 -1.01516 -1.71149 0.31 -1.76 -0.45 0.0134
H -3.34138 1.95141 -3.76290 -0.49 -0.40 0.08 0.0001
H -5.09640 2.31404 -3.82398 -0.40 0.22 -0.76 0.0000
H -4.58063 0.58112 -3.70012 0.17 0.18 -0.49 -0.0001
H -4.24640 3.75297 -1.55799 -0.43 -0.30 0.32 0.0000
H -5.29128 3.06221 0.84695 0.02 -1.24 -0.45 0.0001
H -6.84136 0.47492 1.51870 -0.09 -0.17 0.14 0.0000
H -5.92475 -1.10161 0.65074 0.06 0.09 0.15 -0.0001
H -6.50129 -0.12140 3.92508 0.51 -0.61 -0.40 0.0000
H -4.48407 -1.19071 5.54073 -0.22 0.07 -0.78 0.0000
H -1.96296 -1.59825 5.17429 -0.01 -0.15 -0.80 0.0002
H -1.27582 -0.29436 4.21035 -0.16 0.24 -0.01 0.0001
H -1.52992 -1.78975 3.32961 -0.41 0.25 1.20 -0.0007
Se -0.65732 -3.18072 1.25156 0.50 -0.12 0.09 0.0033
Se -2.84862 -3.87369 1.03849 0.15 -0.57 -1.45 -0.0232
Te -2.54612 -5.13332 -1.37408 -0.40 0.62 1.13 0.2747
Se -2.58352 -3.18556 -2.82690 0.58 -0.34 0.02 0.4939
O 0.93610 2.27865 -4.93559 0.51 -0.56 -0.30 0.0000
C 1.31414 1.03700 -5.24130 -0.05 0.02 -1.27 0.0002
O 1.84456 0.72750 -6.31177 -0.67 0.69 1.83 0.0000
C 1.07086 -0.01649 -4.20622 0.70 -1.76 2.01 0.0092
C 1.80722 -1.22691 -4.04678 -1.38 0.96 0.32 0.0006
Cl 2.90584 -1.99057 -5.08491 -0.07 0.23 -0.48 0.0000
N 1.45988 -1.86050 -2.87962 -1.74 2.48 -0.81 0.0044
N 0.45452 -1.07816 -2.21497 2.00 -0.85 -1.18 0.0125
C 0.28374 -0.01858 -2.98063 0.51 0.54 -1.33 -0.0037
C -0.72879 1.03564 -2.56631 -1.55 0.76 0.02 -0.0051
O -0.89012 2.05708 -3.28859 0.61 -0.82 0.94 0.0001
O -1.44510 0.77668 -1.55094 1.18 0.64 -1.07 -0.0045
C 2.28448 -2.76543 -2.18653 -1.25 -0.96 1.32 0.0124
C 1.68031 -3.71125 -1.33885 -0.81 0.08 -0.44 0.0007
C 2.43965 -4.49234 -0.46508 0.26 1.13 -0.93 -0.0032
C 3.82682 -4.32305 -0.49667 1.10 -0.50 0.69 0.0017
C 4.40384 -3.40554 -1.36688 -0.47 0.34 -0.62 0.0003
C 3.63500 -2.60732 -2.22577 0.96 -0.48 0.90 0.0004
H 0.26295 2.35529 -4.14198 0.20 -0.78 -0.69 0.0000
H 0.56825 -3.79184 -1.39290 1.08 -0.02 0.31 -0.0138
H 1.92591 -5.11407 0.23278 -0.10 -0.49 0.30 0.0026
H 4.54695 -4.88618 0.17237 -1.25 0.58 -0.74 0.0000
H 5.46285 -3.25090 -1.41463 0.46 -0.17 0.23 -0.0001
H 4.07383 -1.86614 -2.86996 0.28 0.06 0.16 -0.0002
C 5.35652 1.44223 1.66414 0.10 0.41 0.07 0.0001
N 4.67666 2.25611 0.59289 1.00 -1.76 1.89 0.0000
C 4.14232 3.37721 1.28859 -0.52 0.63 0.95 0.0000
N 3.19590 3.09212 2.40793 0.18 0.56 -0.56 0.0000
C 3.84265 2.29528 3.41470 1.77 -0.26 0.11 0.0000
N 4.47314 1.06710 2.83425 0.61 0.85 -0.62 0.0000
C 3.45502 0.16784 2.39348 -2.11 -1.08 -0.98 0.0000
P 2.16273 0.84491 1.06979 2.65 -0.08 0.04 0.0009
C 3.65820 1.44172 -0.01471 -1.54 -0.66 -1.65 -0.0001
C 1.96492 2.47987 1.91979 -0.18 0.20 -0.94 0.0000
H 6.19248 2.07177 2.04345 -0.54 -0.43 -0.08 0.0000
H 5.79979 0.54929 1.16721 -0.51 0.35 0.64 0.0000
H 3.66204 3.98933 0.55806 -0.68 0.67 -0.34 0.0000
H 4.97589 3.94172 1.70637 0.03 0.07 0.09 0.0000
H 3.18246 2.02996 4.24883 -0.22 -0.20 -0.47 0.0000
H 4.67127 2.85564 3.91924 -0.53 -0.10 -0.69 0.0000
H 2.76094 -0.15602 3.19007 0.76 0.03 0.18 0.0000
H 3.90434 -0.73157 1.93324 -0.20 0.29 0.28 0.0000
H 3.20664 1.99387 -0.86111 0.19 0.03 0.27 0.0000
H 4.13009 0.56357 -0.51535 -0.27 0.39 0.55 -0.0001
H 1.28719 2.29953 2.72495 -0.51 0.07 0.82 0.0000
H 1.43139 3.15705 1.22272 0.35 -0.14 0.34 0.0000

---

Record 3
69
Properties=species:S:1:pos:R:3:forces:R:3:nbo_charge:R:1 method="wB97M-V/def2-TZVPD" total_charge=0 gap_ev=6.09 molar_mass_da=1302.46
N 6.52255 -3.97939 1.11165 -0.88 0.34 -0.09 -0.8301
C 6.04185 -3.33107 -0.15078 1.03 0.66 -0.41 -0.2820
C 5.34685 -1.97841 0.19137 -0.62 1.76 0.05 0.1316
C 6.24334 -0.85287 0.55709 -1.28 0.27 0.09 -0.2720
C 5.76855 0.47346 0.94997 -2.21 -2.72 -0.79 -0.1549
I 7.20828 1.97046 1.45369 -0.96 -0.74 -0.25 0.1946
C 4.29413 0.67927 0.97751 1.46 -1.56 -0.55 -0.2027
C 3.38667 -0.40946 0.58168 1.43 0.06 0.28 -0.1073
C 3.90002 -1.75583 0.18309 1.07 1.62 0.70 -0.1819
C 2.88542 -2.84619 -0.20440 -1.44 0.77 0.30 0.5544
O 3.11170 -3.86801 -0.81634 0.55 0.70 0.50 -0.5199
C 1.38720 -2.57457 0.19440 -2.27 -0.42 0.49 -0.0917
C 0.46172 -3.77312 0.13143 -1.06 1.24 0.48 -0.2403
C -0.99722 -3.72054 0.41582 2.32 2.97 -1.08 -0.1956
C -1.54847 -2.40076 0.78073 1.14 -0.24 -2.52 -0.3381
C -0.58912 -1.14462 0.88444 -0.21 -1.45 -2.70 -0.1619
C 0.86997 -1.24789 0.56862 0.15 -1.48 -2.14 -0.2051
C 1.85297 -0.07089 0.60954 -0.48 -0.71 -0.44 0.6105
O 1.46714 1.08905 0.63062 0.43 -0.87 0.31 -0.5695
H 6.20355 -3.37230 1.87197 0.29 -0.52 -0.08 0.3566
H 6.08683 -4.89117 1.25808 0.06 0.36 -0.13 0.3648
H 6.98202 -3.06324 -0.72635 -1.09 -0.17 0.43 0.1890
H 5.45809 -4.00921 -0.81714 0.20 0.71 0.86 0.2408
H 7.35170 -1.03568 0.53236 -1.29 0.13 0.00 0.2378
H 3.93904 1.68243 1.30897 -0.06 -1.12 -0.47 0.2517
H 0.86515 -4.77913 -0.15421 -0.13 1.33 0.28 0.2427
H -1.64017 -4.63378 0.33325 0.71 1.10 0.13 0.2436
H -2.67105 -2.34695 0.96579 2.61 0.49 0.45 0.2783
H -1.05523 -0.16749 1.15689 0.58 -0.95 -0.47 0.2716
Br 1.96269 6.09402 1.46049 0.06 -0.05 0.10 -0.0261
C 0.78092 4.55370 1.63538 0.02 0.04 -0.28 -0.4435
C -0.62243 4.97638 1.98762 -0.06 -0.11 0.22 -0.4532
Br -0.76365 5.46659 3.86795 -0.01 0.07 -0.08 -0.0172
H 1.22886 3.89227 2.37344 -0.10 0.06 -0.04 0.2366
H 0.80204 4.06798 0.65995 -0.04 -0.03 0.09 0.2362
H -1.31652 4.14633 1.85793 0.09 0.02 -0.05 0.2328
H -0.97374 5.83058 1.41048 0.08 -0.12 0.06 0.2342
Br -3.77949 -2.48641 -0.76594 -1.72 0.06 -1.22 0.0282
C -5.68891 -2.08913 -0.86514 0.06 -0.27 -0.46 -0.4611
C -5.92988 -0.67878 -1.34073 -0.14 0.09 0.15 -0.4582
Br -5.59404 0.61212 0.07972 0.08 -0.02 -0.11 -0.0128
H -6.10549 -2.28776 0.12006 0.05 0.09 -0.08 0.2329
H -6.09422 -2.80880 -1.57756 -0.07 0.11 0.02 0.2256
H -6.97651 -0.53750 -1.61071 0.05 -0.04 0.02 0.2290
H -5.30093 -0.39408 -2.18395 -0.03 -0.09 0.16 0.2402
Br -3.58038 -1.65183 -5.26406 -0.08 0.01 0.13 -0.0022
C -5.48353 -1.25212 -5.36166 0.22 -0.19 -0.24 -0.4506
C -5.72417 0.15789 -5.83586 -0.24 0.16 0.15 -0.4487
Br -5.38844 1.44859 -4.41619 0.06 0.03 -0.10 -0.0095
H -5.90087 -1.45058 -4.37649 0.00 0.10 -0.09 0.2204
H -5.88851 -1.97058 -6.07411 -0.02 0.09 0.02 0.2322
H -6.77065 0.29860 -6.10584 0.06 -0.07 0.02 0.2299
H -5.09614 0.44163 -6.67758 0.00 -0.12 0.10 0.2360
Br -0.46285 -2.20564 2.67579 1.62 -1.58 7.25 0.2513
C 0.98631 -2.66253 3.95633 -0.06 0.37 0.96 -0.5320
C 0.63957 -3.89522 4.75159 0.22 0.07 0.23 -0.4386
Br -0.65356 -3.49404 6.15312 -0.03 -0.06 -0.09 -0.0193
H 1.15912 -1.78465 4.57970 0.12 -0.24 0.16 0.2266
H 1.86556 -2.83931 3.33314 -0.16 -0.03 -0.16 0.2191
H 1.51639 -4.27587 5.27545 -0.06 -0.04 -0.03 0.2250
H 0.21171 -4.69219 4.14394 0.03 0.11 0.00 0.2218
Br -0.46875 9.43852 -1.74072 -0.01 -0.04 0.08 -0.0154
C -0.11097 7.55988 -1.37008 0.07 0.19 -0.19 -0.4546
C -1.22328 6.67938 -1.88074 -0.03 -0.20 0.17 -0.4475
Br -2.77977 6.75200 -0.71065 -0.03 0.05 -0.10 -0.0159
H 0.04942 7.47326 -0.29666 -0.06 -0.03 -0.16 0.2389
H 0.82113 7.34033 -1.89022 -0.08 -0.05 0.04 0.2326
H -0.91636 5.63333 -1.87930 0.04 0.08 0.00 0.2275
H -1.56320 6.95154 -2.87772 0.07 0.04 0.10 0.2346